# 1
DFT (the ωB97M-V functional and the def2-TZVPD basis) results for a cluster of 3 separate species, C6H12N2O2 in total at a distorted geometry.

Results
highest occupied orbital energy = -8.52 eV
frontier orbital gap = 9.25 eV
charge = 0

The geometry in XYZ format:
```
22
Properties=species:S:1:pos:R:3:forces:R:3
C 1.7897 1.1082 0.4231 0.39 -0.11 -0.95
N 0.7920 0.0872 0.1516 -0.17 -3.04 0.14
C 0.8480 -0.9679 -1.2798 2.05 5.77 -1.66
O 1.7681 -0.8120 -2.0737 -1.11 -1.87 2.31
N -0.4652 -0.9653 -1.6353 -0.36 -1.00 0.66
C -1.3762 -0.2659 -0.7898 -0.25 0.02 0.45
C -1.5069 -0.7235 0.6470 -0.39 0.02 0.28
C -0.6079 0.4375 0.3040 0.00 -0.28 -0.51
C -0.9871 1.8334 0.7295 0.09 0.14 0.03
H 1.6377 1.5639 1.4128 -0.03 -0.28 -0.31
H 2.7813 0.6411 0.3967 -0.22 0.10 0.06
H 1.7893 1.8956 -0.3450 0.03 0.01 0.19
H -0.7523 -1.4567 -2.4693 0.14 0.13 0.21
H -2.2088 0.2440 -1.2774 0.29 -0.30 0.01
H -2.4421 -0.4991 1.1607 0.23 -0.08 -0.09
H -1.0218 -1.6570 0.9349 -0.21 0.25 -0.14
H -0.6981 2.0133 1.7748 -0.06 0.03 -0.27
H -0.5133 2.5884 0.0867 -0.09 -0.17 0.22
H -2.0727 1.9732 0.6543 0.23 -0.13 0.03
H 1.2217 -1.4249 0.8738 -0.07 -2.68 -2.91
O 1.4191 -2.5489 0.1808 -0.38 3.34 1.83
H 0.6055 -3.0645 0.1397 -0.10 0.12 0.42
```
Positions in Å, forces in eV/Å.

# 2
DFT (the ωB97M-V functional and the def2-TZVPD basis) results for the molecule C6H12N2O3S2 at a distorted geometry.

Results
highest occupied orbital energy = -8.43 eV
SMILES = C1CO[C@H](N2CCOCS2)OSN1
frontier orbital gap = 8.77 eV
charge = 0

The geometry in XYZ format:
```
25
Properties=species:S:1:pos:R:3:forces:R:3
C 1.6007 0.0171 -2.7672 1.20 -0.43 -0.15
C -1.8076 0.4797 1.8877 2.13 0.36 2.61
C 0.0993 0.4778 -2.5104 2.05 2.35 -1.50
C -0.9065 -0.3313 2.9158 0.10 -1.33 0.63
C 1.1451 0.8152 2.7502 -0.63 1.06 -0.40
C -0.7553 0.3471 -0.3505 1.61 -2.72 -1.78
N 1.8347 -1.4172 -2.2962 -0.85 1.12 0.85
N -0.9325 0.9754 0.8396 0.39 1.34 1.37
O 0.0086 -1.0059 -0.3261 1.55 -1.45 0.44
O 0.0699 0.4434 3.5872 1.30 -0.19 -0.84
O -0.0732 1.1426 -1.2443 -0.98 -0.98 -0.43
S 0.4278 1.8510 1.4040 0.40 1.21 0.18
S 1.7860 -1.6618 -0.6097 -2.60 2.42 -0.58
H 1.9123 0.0554 -3.8521 -1.19 -0.46 0.67
H 2.4600 0.6753 -2.4181 -1.58 -0.60 0.63
H -2.4605 -0.2011 1.4436 -1.48 -0.99 -0.55
H -2.3357 1.2875 2.5462 0.94 -1.09 -1.74
H -0.0584 1.3795 -3.2046 -0.03 -1.67 0.46
H -0.5665 -0.3838 -2.7544 0.17 0.88 0.55
H -1.4199 -0.6327 3.8219 -1.18 -0.38 -0.39
H -0.3778 -1.2858 2.5496 -1.00 1.43 -0.29
H 1.7356 1.4750 3.4013 0.11 0.01 -0.66
H 1.8096 0.0974 2.2222 -0.80 -0.53 0.93
H -1.6393 -0.1853 -0.7835 0.00 1.05 0.55
H 0.9862 -1.9078 -2.5713 0.37 -0.40 -0.56
```
Positions in Å, forces in eV/Å.

# 3
DFT (the ωB97M-V functional and the def2-TZVPD basis) results for a structure of composition C6H12N2PPtS at a distorted geometry.

Results
highest occupied orbital energy (spin up / spin down) = -8.29 / -12.99 eV
frontier orbital gap (spin up / spin down) = 5.78 / 6.48 eV
charge = +1
2S+1 = 5

The geometry in XYZ format:
```
23
Properties=species:S:1:pos:R:3:forces:R:3
C 1.4051 -0.5117 -1.8073 -0.83 0.81 -1.11
C 0.3523 -0.1359 -2.7701 0.78 -1.58 -0.04
C -0.7400 -1.0943 -2.4910 -0.04 0.08 -2.23
C -0.2729 -2.0640 -1.5812 -0.76 -1.53 -0.52
C 0.9031 -1.5566 -0.9973 0.97 -0.31 0.79
Pt -0.4892 0.3325 -0.9552 -1.57 1.41 2.55
P -0.3365 2.6213 0.0460 0.44 0.99 -0.36
H 2.3428 -0.0185 -1.7021 0.42 0.26 0.15
H 0.4003 0.4904 -3.6496 0.18 0.06 0.24
H -1.6531 -1.1622 -3.1135 0.76 -0.02 0.58
H 1.3167 -1.9059 -0.0376 0.19 0.12 -0.95
H -0.6358 -3.0925 -1.5202 -0.25 0.55 0.54
H -1.5103 2.9964 0.7830 0.64 0.00 -0.38
H -0.3700 3.5725 -1.0261 -0.05 -0.21 0.65
H 0.6930 3.1959 0.8762 -0.52 -0.20 -0.35
N 0.1268 -1.3382 2.2600 1.58 -1.49 0.21
C -0.5029 -0.1522 2.2712 -1.66 -0.20 -0.82
N -0.1440 0.8124 3.1339 0.51 1.45 1.16
S -1.7031 0.1579 1.0632 -0.29 -0.26 -0.18
H 0.8095 -1.5546 2.9851 -0.56 -0.09 -0.42
H -0.1267 -2.0540 1.5998 -0.01 0.06 0.35
H -0.6374 1.6970 3.0502 0.54 -0.37 0.55
H 0.7725 0.7640 3.5828 -0.45 0.49 -0.42
```
Positions in Å, forces in eV/Å.

# 4
DFT (the ωB97M-V functional and the def2-TZVPD basis) results for a structure of composition C6H12N2PRhS at a distorted geometry.

Results
highest occupied orbital energy (spin up / spin down) = -3.83 / -8.01 eV
frontier orbital gap (spin up / spin down) = 4.72 / 6.04 eV
charge = 0
2S+1 = 5

The geometry in XYZ format:
```
23
Properties=species:S:1:pos:R:3:forces:R:3
C 0.7041 -1.5893 0.2942 1.80 -2.63 1.34
C -0.1794 -2.6329 0.1705 1.26 -0.35 0.40
C -1.5617 -2.5195 0.0292 -1.49 -0.68 0.13
C -2.2989 -1.3312 -0.0058 -0.86 -1.18 0.18
C -1.8136 -0.0577 0.0273 -2.73 1.01 0.51
Rh 0.0000 0.0072 -0.2547 0.91 3.23 -1.90
P 2.1567 0.6250 -0.7276 0.97 0.39 -0.53
H 1.7753 -1.7645 0.4837 -0.57 -0.51 0.07
H 0.2393 -3.6424 0.2240 -0.20 0.05 -0.11
H -2.1113 -3.4685 0.0360 0.09 0.48 -0.12
H -2.5053 0.8041 0.0306 0.24 -0.65 0.08
H -3.3852 -1.4115 -0.0485 0.02 -0.28 -0.16
H 2.2828 1.5487 -1.8211 0.47 -0.27 0.63
H 3.0331 -0.4272 -1.1341 -0.01 0.52 0.18
H 2.8694 1.1975 0.3788 0.01 -0.10 -0.78
N 1.3692 3.7145 0.2003 3.07 0.64 -0.27
C 0.1204 3.2793 0.3541 -1.79 -1.29 -2.31
N -0.5505 3.5950 1.4724 -0.64 0.65 2.38
S -0.5755 2.3005 -0.8614 -0.04 0.65 0.27
H 1.7917 4.3380 0.8692 0.08 -0.09 -0.18
H 1.8986 3.4562 -0.6353 -0.59 0.54 0.72
H -1.4981 3.2730 1.6046 0.34 0.22 -0.20
H -0.2162 4.3430 2.0759 -0.34 -0.35 -0.33
```
Positions in Å, forces in eV/Å.

# 5
DFT (the ωB97M-V functional and the def2-TZVPD basis) results for a cluster of 2 separate species, C6H12N2S in total at a distorted geometry.

Results
highest occupied orbital energy = -6.92 eV
frontier orbital gap = 7.54 eV
charge = 0

The geometry in XYZ format:
```
21
Properties=species:S:1:pos:R:3:forces:R:3
C -0.1434 2.2340 0.2135 -2.02 -0.62 -0.69
C 1.6962 0.8513 -0.4301 0.65 -4.23 1.84
C 1.5650 -1.0353 0.6592 0.07 2.15 -0.98
C 1.3008 2.0120 0.3504 0.77 0.49 0.33
C -2.1983 -1.7500 -0.0085 1.68 -1.56 2.13
C -1.5334 -0.6249 0.7756 0.21 0.81 -0.28
N 1.9810 0.5950 -1.6160 -0.10 -2.47 2.70
N 1.7934 -1.7943 -0.3578 0.02 1.77 0.94
S -1.0755 0.9383 -0.4252 -0.04 -0.69 1.34
H -0.5969 2.6394 1.0968 -0.31 0.28 0.33
H 1.8655 2.8084 -0.0984 0.35 1.04 0.05
H 1.4989 1.9843 1.4431 0.64 -0.56 -0.78
H -1.3649 -2.2918 -0.4532 -0.28 0.18 -1.17
H -2.4920 -2.5602 0.7146 -0.31 0.90 -0.31
H -3.0263 -1.5353 -0.6288 -0.64 0.35 -0.85
H -0.4690 -0.9450 1.0064 -1.54 0.53 0.56
H -2.1866 -0.2999 1.6429 1.21 -0.02 -0.86
H 1.8733 1.2943 -2.2517 -0.01 2.74 -2.41
H 2.1143 -1.2475 -1.1679 -0.11 -0.57 -1.30
H 1.6429 -2.7748 -0.2772 0.34 -0.72 -0.37
H -2.2451 1.5020 -0.1878 -0.57 0.22 -0.23
```
Positions in Å, forces in eV/Å.

# 6
DFT (the ωB97M-V functional and the def2-TZVPD basis) results for a cluster of 2 separate species, C6H12N2S in total at a distorted geometry.

Results
highest occupied orbital energy = -8.20 eV
SMILES = Cc1c[nH]cn1.CCS
frontier orbital gap = 9.12 eV
charge = 0

The geometry in XYZ format:
```
21
Properties=species:S:1:pos:R:3:forces:R:3
C -0.4662 -1.4593 -1.4572 -2.54 -0.61 -2.86
C -1.3029 -2.0473 -2.7803 -3.95 3.49 3.27
S 0.9692 -0.5336 -1.8466 0.72 0.65 -1.24
H -1.0892 -0.6252 -1.0638 0.16 -1.14 0.21
H -0.3273 -2.2936 -0.7920 0.07 0.17 0.56
H -2.3489 -2.4939 -2.3746 2.48 0.71 -0.76
H 2.0419 -1.3237 -1.7648 -0.25 -0.62 0.05
H -0.8305 -2.7332 -3.3466 1.86 -2.46 -1.56
H -1.6892 -1.2346 -3.5056 1.00 -0.87 1.31
C 1.7283 1.4113 0.4377 4.44 0.62 -1.13
C -1.2065 -0.0688 1.8214 0.10 0.89 2.63
C 0.6113 1.0325 1.2440 -2.95 -1.62 2.51
C -0.1312 1.8802 2.0400 -0.05 0.11 1.04
N -0.0362 -0.2476 1.2801 -0.25 1.14 -1.74
N -1.2836 1.2006 2.4393 0.54 -0.91 -1.04
H -2.0415 -0.7799 2.0458 1.23 0.44 -0.50
H -1.8025 1.3685 3.2976 0.05 0.12 -0.65
H 0.1037 2.8579 2.5199 -0.24 -0.86 -0.93
H 2.2123 0.6606 -0.2806 -1.72 1.22 1.04
H 2.7107 1.6206 0.9985 -1.59 0.30 -0.02
H 1.3942 2.3525 -0.0573 0.87 -0.75 -0.18
```
Positions in Å, forces in eV/Å.

# 7
DFT (the ωB97M-V functional and the def2-TZVPD basis) results for a structure of composition C6H12N2S2 at a distorted geometry.

Results
highest occupied orbital energy (spin up / spin down) = -7.55 / -7.60 eV
frontier orbital gap (spin up / spin down) = 6.65 / 6.72 eV
charge = 0

The geometry in XYZ format:
```
22
Properties=species:S:1:pos:R:3:forces:R:3
C -0.3647 -0.7283 0.4281 -0.95 -0.98 1.82
C 2.2845 -0.7104 2.9452 1.19 -0.40 0.72
C 0.4154 0.1153 -0.4942 2.51 1.02 0.09
C -1.9210 -0.3052 0.3857 1.53 -2.07 0.69
C 0.1239 1.5860 -0.1609 0.29 1.21 -2.35
C 0.1564 -0.2707 -1.9222 0.43 2.16 -1.50
N 0.2389 -0.6222 1.7557 -1.39 1.16 2.07
N 1.4628 -0.6701 1.9616 -0.53 0.28 -2.84
S 2.2287 -0.3384 -0.1343 -1.22 0.39 0.71
S 4.0164 -0.3564 2.8600 -0.63 0.88 -1.93
H -0.1806 -1.7417 0.1793 -0.45 -1.26 -0.93
H 2.0925 -1.1256 3.9451 -0.79 0.04 -0.77
H -1.9886 0.5109 1.1185 -0.47 -0.10 -0.61
H -2.5368 -1.2074 0.7476 0.77 1.53 -0.70
H -2.1152 -0.0533 -0.6898 -0.34 -0.04 1.39
H 0.8572 2.3813 -0.5394 -0.75 -1.51 0.43
H 0.0704 1.6262 0.8797 0.03 0.54 1.79
H -0.8723 1.9017 -0.5565 0.66 -0.35 0.20
H -0.9257 -0.4508 -2.1732 1.15 0.54 0.12
H 0.7424 -1.1005 -2.2369 0.23 -1.01 -0.06
H 0.6578 0.6122 -2.4711 -1.43 -1.31 0.07
H 3.9443 0.2877 1.5885 0.16 -0.70 1.59
```
Positions in Å, forces in eV/Å.

# 8
DFT (the ωB97M-V functional and the def2-TZVPD basis) results for the ion C6H12N3O with charge +1 at a distorted geometry.

Results
highest occupied orbital energy = -12.75 eV
frontier orbital gap = 9.28 eV
charge = +1

The geometry in XYZ format:
```
22
Properties=species:S:1:pos:R:3:forces:R:3
C 1.4627 -0.1146 -0.1558 -1.78 -0.17 -0.03
C -0.9520 -0.3133 0.0674 4.48 -0.93 -0.73
C 0.7132 2.0170 -0.8045 -0.46 1.84 0.95
C -0.3437 1.9703 0.3615 2.25 -0.90 -0.13
C -3.1212 -1.3876 -0.0379 -0.54 1.95 1.11
C 3.3809 -1.3862 0.3002 -0.63 -1.98 4.56
N 1.6410 0.9674 -0.6431 1.01 -2.08 0.44
N -1.3238 0.9179 0.1180 -1.83 1.80 1.31
N -1.6877 -1.3531 -0.1188 2.03 -3.94 -0.46
O 1.9411 -1.1915 0.3001 -0.86 -0.25 -0.40
H 0.1587 1.8086 -1.7961 1.18 1.38 1.24
H 1.4155 2.9461 -0.5400 -2.14 -1.32 -1.69
H 0.2664 1.8321 1.3249 -1.16 0.06 -1.17
H -0.8067 2.9167 0.3775 -0.84 0.95 0.14
H -3.6103 -1.8765 -0.8728 0.13 -0.55 0.21
H -3.3599 -0.2859 -0.1983 -0.59 -1.50 0.60
H -3.3663 -1.7564 1.0129 -0.40 0.49 -1.66
H 3.7060 -1.7184 -0.6005 0.88 -0.38 -2.96
H 3.5027 -2.3283 1.0207 -0.10 2.39 -1.31
H 3.8063 -0.4833 0.6967 0.60 0.13 0.00
H -2.3002 1.1244 0.3760 0.56 0.26 -0.33
H -1.1227 -2.3051 -0.1879 -1.81 2.76 0.30
```
Positions in Å, forces in eV/Å.

# 9
DFT (the ωB97M-V functional and the def2-TZVPD basis) results for the ion C6H12N3O2 with charge +1 at a distorted geometry.

Results
highest occupied orbital energy = -12.12 eV
SMILES = N=C=C([NH3+])CCC/C=[N+](\[O-])O
frontier orbital gap = 8.22 eV
charge = +1

The geometry in XYZ format:
```
23
Properties=species:S:1:pos:R:3:forces:R:3
C 0.2589 1.6294 0.4877 -3.15 -1.52 -0.67
C -0.8229 0.9008 0.2728 -0.36 -1.02 -0.55
C -1.0526 -0.5402 0.8197 0.63 2.92 1.68
C 0.2159 -1.2733 1.2592 0.32 1.09 -2.77
C 1.0678 -1.6802 0.0507 -2.29 0.22 -1.70
C 1.6408 -0.5302 -0.7779 -2.47 -2.59 -0.39
N 0.9738 2.3400 1.0513 0.83 2.08 1.84
N 2.5996 0.1197 -0.3058 1.71 2.15 1.35
N -1.8517 1.3427 -0.7551 0.94 1.37 -0.30
O 3.0381 0.0433 0.8590 0.54 -0.06 -0.48
O 3.0209 1.2557 -1.0817 1.15 -0.39 -0.37
H -1.6685 -0.4776 1.7446 -0.04 0.11 -0.71
H -1.6339 -0.9223 0.0293 -0.51 -1.87 -0.76
H 0.8545 -0.7399 1.9076 0.28 1.13 0.99
H -0.1318 -2.0908 1.7737 -0.46 -2.27 1.14
H 1.8539 -2.3275 0.2898 1.25 -0.94 0.71
H 0.3441 -2.2886 -0.5896 1.17 0.78 0.33
H 1.1866 -0.3131 -1.7215 0.54 0.32 -0.48
H 1.8812 2.6679 0.9748 2.17 0.35 -0.42
H 4.0194 1.1982 -1.2260 -1.69 -0.28 0.61
H -1.5085 1.2537 -1.7696 -0.67 0.11 1.69
H -2.1689 2.3900 -0.6087 0.37 -2.71 -0.27
H -2.5870 0.6346 -0.5907 -0.26 1.00 -0.45
```
Positions in Å, forces in eV/Å.

# 10
DFT (the ωB97M-V functional and the def2-TZVPD basis) results for the ion C6H12N3O2 with charge +1 at a distorted geometry.

Results
highest occupied orbital energy = -13.34 eV
SMILES = [H]/N=C1/CCC(OC)=N[C@@]1([NH3+])O
frontier orbital gap = 9.75 eV
charge = +1

The geometry in XYZ format:
```
23
Properties=species:S:1:pos:R:3:forces:R:3
C 1.6555 0.2563 -0.5178 -4.23 0.16 1.65
C -1.1251 0.3068 -0.1938 1.83 0.29 0.79
C 0.9701 1.6152 -0.3877 1.47 -1.45 0.91
C -0.3878 1.5781 0.1470 -1.69 -0.50 2.84
C 0.7987 -0.9226 0.0350 1.47 0.42 -0.66
C -3.2180 -0.4367 -0.9443 1.29 -2.53 0.71
N -0.5744 -0.8642 -0.1904 -0.47 -0.29 0.15
N 2.8176 0.1594 -0.8100 4.07 0.43 -1.03
N 1.1787 -0.6954 1.6280 -0.13 3.59 0.44
O 1.4358 -2.0923 -0.2854 -0.95 -1.71 0.42
O -2.3548 0.5503 -0.4227 -1.00 0.70 0.20
H 1.5772 2.1985 0.3095 0.27 0.47 -0.99
H 0.8355 1.9320 -1.3661 0.71 1.41 -1.84
H -0.9726 2.4252 -0.1992 -0.09 0.04 0.23
H -0.3594 1.6442 1.3133 -0.38 0.04 -1.75
H -4.1872 -0.0708 -0.8290 -1.46 0.90 -0.66
H -3.2238 -1.3675 -0.3125 0.48 0.75 -0.60
H -2.8057 -0.6546 -1.9285 -0.85 -0.21 -0.19
H 3.2315 -0.7515 -0.7116 0.02 -0.67 -0.38
H 1.1363 -1.6108 2.0101 -0.45 -0.80 1.12
H 0.4693 0.0594 2.0042 1.57 -2.36 -0.35
H 2.1680 -0.2822 1.8228 -2.02 -1.07 -0.78
H 0.9345 -2.9767 -0.1711 0.54 2.40 -0.26
```
Positions in Å, forces in eV/Å.

# 11
DFT (the ωB97M-V functional and the def2-TZVPD basis) results for a cluster of 2 separate species, C6H12N3S3 in total at a distorted geometry.

Results
highest occupied orbital energy = -12.03 eV
frontier orbital gap = 8.72 eV
charge = +1

The geometry in XYZ format:
```
24
Properties=species:S:1:pos:R:3:forces:R:3
C 1.5398 0.4290 0.2187 -0.67 2.02 -0.08
C 3.0283 2.1781 0.0607 2.89 0.57 0.79
C -0.8262 -2.2770 0.2905 -0.90 0.75 -2.06
C -2.2153 -2.6126 -0.2571 0.42 -0.30 -0.81
C 3.8185 1.0322 -0.6280 0.51 0.16 -2.50
C -2.0509 -0.4308 0.1974 -0.61 1.52 -1.03
N 1.7246 1.7559 0.1994 -3.04 -4.46 -0.07
N -0.8351 -0.8321 0.3267 -0.29 0.94 0.10
N -2.9482 -1.3645 -0.1747 -0.06 0.39 0.68
S 2.8137 -0.4369 -0.2004 2.71 -1.78 -0.42
S -3.9896 2.3361 -0.4700 -0.08 -1.49 1.68
S -2.2661 1.3951 0.3677 -0.38 -0.33 0.06
H 3.4234 2.3585 1.0676 0.36 -0.11 -0.02
H 3.0488 3.1255 -0.4114 0.36 0.78 -0.94
H -0.8211 -2.5879 1.2505 0.42 -1.21 3.33
H 0.0142 -2.7558 -0.2021 0.04 0.30 -0.46
H -2.1588 -2.8147 -1.3430 -0.33 -1.15 0.74
H -2.6139 -3.2745 0.4997 -0.61 -1.02 -1.02
H 3.7228 1.0161 -1.8265 0.41 0.53 2.68
H 4.9293 0.9560 -0.3582 -1.86 0.08 -0.21
H 0.5567 -0.1348 0.3744 -0.17 0.86 0.26
H -3.9618 -1.3889 -0.2209 0.51 0.74 0.16
H 0.9268 2.1656 0.5929 -0.76 1.99 0.48
H -4.8599 2.1622 0.6460 1.12 0.23 -1.32
```
Positions in Å, forces in eV/Å.

no.,molar mass (g/mol)
1,144.17
2,224.31
3,370.29
4,278.12
5,144.24
6,144.24
7,176.31
8,142.18
9,158.18
10,158.18
11,222.38